{
  "formula": "C3H4O3Tl",
  "method": "the ωB97M-V functional and the def2-TZVPD basis",
  "e_homo_ha": -0.1050,
  "orbital_gap_ha": 0.2241,
  "total_charge": -1,
  "largest_force_ev_per_a": 4.9,
  "de_lowest_kj_mol": 275.9,
  "e_lumo_ev": 3.24,
  "total_energy_ev": -14009.406,
  "symbols": ["H", "O", "O", "C", "C", "O", "C", "H", "H", "H", "Tl"],
  "coordinates": [[1.2788, 3.7386, -0.5504], [-1.2851, 0.2173, 0.1735], [1.8420, 1.9223, 0.2630], [1.3358, 2.6387, -0.7444], [-0.3126, 2.2553, -1.1709], [-0.5317, 1.1292, -2.0013], [-0.9451, 0.0812, -1.0157], [1.8779, 2.4940, -1.7120], [-0.5876, 3.1332, -1.7890], [-0.9242, 2.4094, -0.2632], [0.6520, 0.4248, 1.2452]],
  "forces_ev_per_a": [[0.0, -0.3, 0.0], [-0.5, 2.2, -2.0], [0.7, 0.1, 0.4], [-2.9, -0.3, -2.0], [2.6, 4.0, -1.1], [-0.6, 0.2, 4.7], [-0.8, -4.2, -2.3], [-0.1, 0.1, 0.3], [0.2, -0.1, 0.1], [0.1, -0.9, -0.3], [1.4, -0.8, 2.2]],
  "lowdin_charge": [0.082, -0.379, -0.532, -0.403, -0.283, -0.185, -0.349, 0.089, 0.086, 0.081, 0.793]
}